(1)
Below is an isolated molecule of C7H17N in a non-equilibrium geometry, with properties calculated with the ωB97M-V functional and the def2-TZVPD basis.

Last column: Löwdin charge in e.
Cartesian coordinates (Å):
C  0.58  -0.95  -2.87  -0.1178
C  -0.23  -1.13  -1.62  -0.4096
C  0.27  -2.43  -0.94  -0.0819
C  0.06  0.03  -0.62  -0.2339
N  -0.89  0.18  0.51  -0.0804
C  -0.50  1.14  1.60  -0.3851
C  0.46  0.55  2.74  -0.0551
C  -0.07  2.63  1.18  -0.0453
H  1.74  -0.94  -2.87  0.1174
H  0.43  -1.77  -3.58  0.0690
H  0.24  -0.07  -3.40  0.0608
H  -1.33  -1.18  -1.77  0.1455
H  -0.27  -2.43  -0.02  0.0498
H  0.07  -3.38  -1.46  0.0799
H  1.32  -2.47  -0.94  0.0561
H  -0.11  0.98  -1.21  0.1153
H  1.12  0.10  -0.28  0.1297
H  -1.15  -0.76  1.05  0.1436
H  -1.53  1.25  2.05  0.1212
H  1.49  0.71  2.42  0.0644
H  0.23  -0.47  2.89  0.0472
H  0.35  1.23  3.54  0.0503
H  -0.63  3.45  1.58  0.0582
H  0.99  2.77  1.47  0.0774
H  -0.16  2.77  0.16  0.0234

## Properties
Kohn-Sham gap in eV: 9.5
Spin multiplicity: 1
Structure (SMILES): CC(C)CNC(C)C
Lowest unoccupied orbital energy in eV: 1.1
Energy relative to the best compared isomer or geometry (same formula, charge and spin) in kcal/mol: 44.83
E in Eh: -331.59946
HOMO in eV: -8.42

---

(2)
Below is an isolated molecule of C7H17N in a non-equilibrium geometry, with properties calculated with the ωB97M-V functional and the def2-TZVPD basis.

Last column: Löwdin charge in e.
Cartesian coordinates (Å):
C  1.49  -1.88  2.82  -0.1118
C  0.30  -1.83  1.84  -0.2875
C  0.06  -0.58  1.13  -0.2692
C  0.44  -0.66  -0.34  -0.2055
N  0.04  0.67  -0.95  -0.2412
C  0.46  0.69  -2.46  -0.0836
C  -1.42  1.02  -0.98  -0.2783
C  -1.37  2.52  -1.09  -0.1151
H  1.39  -0.99  3.44  0.0642
H  1.42  -2.77  3.47  0.0746
H  2.47  -1.76  2.42  0.0583
H  -0.55  -2.16  2.50  0.1192
H  0.45  -2.60  1.02  0.1184
H  -0.91  -0.20  1.37  0.0871
H  0.46  0.27  1.66  0.1198
H  1.66  -0.60  -0.60  0.1776
H  0.12  -1.54  -0.84  0.0860
H  1.36  1.34  -2.70  0.0795
H  0.62  -0.44  -2.76  0.0920
H  -0.53  1.03  -3.00  0.0888
H  -2.00  0.34  -1.61  0.1098
H  -1.78  0.54  0.00  0.1069
H  -1.26  2.98  -2.03  0.0406
H  -2.28  3.08  -0.82  0.0673
H  -0.66  3.08  -0.42  0.1021

## Properties
Kohn-Sham gap in eV: 9.7
Spin multiplicity: 1
Structure (SMILES): CCCCN(C)CC
Lowest unoccupied orbital energy in eV: 1.1
Energy relative to the best compared isomer or geometry (same formula, charge and spin) in kcal/mol: 78.27
E in Eh: -331.54617
HOMO in eV: -8.54